Entry 1:
The following is a quantum chemistry calculation of C6H10O2 in the gas phase, from the OMol25 dataset.

Values from the calculation:
* HOMO level: -0.26281 Ha
* energy above the lowest of the compared OMol25 structures with the same formula, charge and spin: 3.5146 eV
* net charge: 0
* E_LUMO: 0.0262 hartree

Geometry as XYZ:
```
18
Properties=species:S:1:pos:R:3:forces:R:3
C -0.8979 -0.8894 -0.7394 1.0 0.7 3.1
C 0.5111 0.7108 0.3403 -3.4 -0.6 0.6
C -0.2013 0.5607 -1.0314 0.3 -2.5 -0.3
C 0.1201 -0.5940 1.0948 -3.6 -0.8 -3.3
C 0.5381 0.6749 -2.3310 1.3 -0.1 -2.4
C -0.8618 -0.4372 2.2868 1.7 2.5 -0.9
O -1.6005 -1.7191 -1.2228 1.1 1.5 0.0
O 1.0096 -1.6775 1.0694 0.0 0.9 1.0
H 1.5337 0.7968 0.2135 2.2 0.6 0.0
H 0.0062 1.5432 0.9077 1.1 -0.5 -0.6
H -0.9895 1.2148 -1.1957 -1.9 1.4 0.5
H 1.1085 1.6491 -2.4236 -1.2 -0.6 0.0
H -0.2168 0.5198 -3.2549 2.0 0.4 2.1
H 1.4262 -0.0155 -2.4243 -1.2 0.0 0.0
H -0.2952 -0.0780 3.1536 -0.1 0.1 0.1
H -1.3848 -1.2623 2.6013 -0.8 -2.5 0.3
H -1.6764 0.3093 2.0882 1.0 -0.4 -0.2
H 1.8706 -1.3064 0.8675 0.4 -0.2 0.0
```
Positions in Å, forces in eV/Å.

Entry 2:
The following is a quantum chemistry calculation of CHCl2NO in the gas phase, from the OMol25 dataset.

Values from the calculation:
* HOMO level: -0.38716 Ha
* energy above the lowest of the compared OMol25 structures with the same formula, charge and spin: 0.8408 eV
* net charge: 0
* SMILES: O=NC(Cl)Cl
* E_LUMO: -0.0509 hartree

Geometry as XYZ:
```
6
Properties=species:S:1:pos:R:3:forces:R:3
O 1.6351 -0.6303 0.6352 -1.9 -0.7 0.2
N 0.4551 -0.9053 0.6645 2.2 -0.3 -0.2
C -0.3443 -0.0678 -0.2232 -1.4 3.3 -0.9
Cl 0.6197 1.0943 -1.2777 -0.8 -1.0 0.8
Cl -1.2249 0.9706 1.1361 0.7 -1.2 -1.6
H -1.1408 -0.4616 -0.9349 1.2 -0.2 1.6
```
Positions in Å, forces in eV/Å.

Entry 3:
The following is a quantum chemistry calculation of a molecular structure, C2H46O23V, from the OMol25 dataset.

Values from the calculation:
* HOMO level (spin up / spin down): -0.35458 / -0.35459 Ha
* net charge: 0
* spin multiplicity: 4
* E_LUMO (spin up / spin down): -0.0699 / -0.0761 hartree

Geometry as XYZ:
```
72
Properties=species:S:1:pos:R:3:forces:R:3
V -0.2671 -2.1005 -2.0051 0.7 1.2 1.4
O -1.4491 -1.4685 -0.4325 1.0 -0.5 -0.8
C -0.4565 -0.9380 0.4645 0.5 1.3 -3.0
C 0.3775 0.0324 -0.4608 0.3 -5.1 1.5
O 1.2262 -0.8262 -1.2387 -0.9 -0.2 -1.0
H 0.0950 -1.7250 0.9115 0.8 -0.5 0.4
H -0.9106 -0.3701 1.2012 -1.1 0.8 1.8
H 0.8446 0.7866 0.0635 1.4 1.6 1.3
H -0.2838 0.4097 -1.1301 -2.1 1.6 -1.7
O 0.5156 2.5740 -2.2497 2.1 0.6 -0.7
H 1.1740 3.2209 -1.9198 -0.5 -0.4 -0.5
H 0.0092 2.4109 -1.4745 -1.3 0.1 1.0
O -1.8388 2.0991 -4.2805 0.2 0.0 0.9
H -1.7123 1.6272 -5.0957 0.1 -0.3 -0.5
H -1.5014 1.5197 -3.5663 -0.5 0.9 -0.7
O -2.5181 0.1916 3.9236 1.3 1.6 0.3
H -3.3308 -0.1686 3.6418 -1.7 -0.5 -0.5
H -2.2665 0.8841 3.2570 -0.1 -1.5 0.9
O 3.1471 1.0206 -0.7611 2.1 1.9 -0.2
H 3.3680 1.2667 -1.6749 0.5 0.0 0.4
H 2.2944 0.6950 -0.9016 -2.0 -1.2 -0.2
O 2.8426 -1.9833 0.4203 0.6 -2.0 0.2
H 2.2755 -1.6398 -0.2882 -0.2 0.7 -0.6
H 3.4205 -2.6845 0.0452 -0.2 1.0 0.4
O 0.6719 -1.0083 3.8934 1.5 1.4 -0.1
H 0.7883 -0.0734 3.5878 0.4 -1.2 0.7
H -0.2368 -1.1796 3.8054 -2.2 -0.7 0.1
O -1.9763 2.1487 -1.2961 0.0 0.6 -0.5
H -2.5375 2.5339 -0.6300 -0.5 0.8 0.0
H -1.8087 1.3257 -0.8773 0.1 -1.4 0.3
O -3.1407 0.1680 0.3477 -0.8 0.8 0.4
H -3.9698 -0.2905 0.4891 -0.4 0.1 0.2
H -2.5599 -0.5355 -0.0045 0.5 -0.7 -0.5
O -3.8486 -0.0048 -2.9408 0.8 -0.3 0.9
H -4.1761 0.4242 -2.1470 -0.9 0.3 0.0
H -2.9365 -0.0868 -2.6068 -0.3 -0.1 -0.7
O 2.3558 3.2837 1.2553 -0.9 1.4 1.4
H 2.6626 2.7261 0.5665 1.3 -0.9 -1.3
H 2.8061 4.1420 1.2873 0.1 -0.6 -0.3
O -2.1040 -2.4295 3.6049 0.2 -1.3 -0.3
H -2.1907 -1.4957 3.7760 0.1 0.4 -0.4
H -2.1292 -2.6800 2.6484 0.0 0.4 1.0
O -0.3079 3.8826 0.6231 -1.0 -0.4 0.1
H -0.6283 3.1374 1.1568 -0.2 0.3 -0.2
H 0.6253 3.7236 0.6704 1.2 0.2 0.1
O -2.2501 -3.3191 1.0664 -0.8 0.9 0.6
H -2.0153 -2.5510 0.4873 -0.1 -0.4 -0.1
H -1.9586 -4.0755 0.6043 0.4 -1.4 -0.5
O 0.8977 -3.5923 -0.8448 -0.1 1.7 -0.8
H 0.6856 -4.4898 -0.7894 -0.6 -2.3 0.1
H 1.4840 -3.4133 -0.0943 0.2 0.6 0.2
O 1.0437 0.6359 -4.2788 0.2 -0.9 -1.0
H 1.1667 1.1229 -3.4828 -0.2 1.1 1.6
H 1.7910 0.9269 -4.8051 0.0 -0.2 -0.5
O 3.9455 -0.9759 -2.6639 -0.3 0.2 1.2
H 3.3618 -1.2660 -3.3299 -0.4 -0.7 -2.4
H 3.2139 -0.9212 -2.0271 0.6 0.5 1.0
O -1.2073 -0.5644 -3.3929 -0.6 -2.6 -0.9
H -0.4594 -0.1279 -3.8016 1.3 0.8 -0.5
H -1.6035 -1.0243 -4.1941 0.1 0.9 1.4
O -1.5510 1.6817 2.0411 0.0 0.6 -0.6
H -2.0459 1.3051 1.2883 -0.3 -0.4 0.1
H -2.1711 2.3223 2.3994 0.0 0.7 0.1
O 3.6201 -0.0446 2.2830 1.4 -1.6 -0.5
H 2.8328 0.4358 2.2434 -1.8 1.7 0.5
H 3.2902 -0.8077 1.7730 0.9 -0.2 0.2
O 1.3074 1.3336 2.9055 -2.4 0.3 -1.3
H 0.4191 1.3666 2.4207 1.6 0.1 1.0
H 1.7338 2.1406 2.6061 0.4 0.5 0.0
O 1.4779 -3.2519 2.7528 0.4 -2.1 -0.7
H 1.1905 -2.5290 3.2783 -0.3 1.4 1.5
H 1.3864 -2.8635 1.8966 0.3 0.3 -0.8
```
Positions in Å, forces in eV/Å.

Entry 4:
The following is a quantum chemistry calculation of C7H9NO3S in the gas phase, from the OMol25 dataset.

Values from the calculation:
* HOMO level (spin up / spin down): -0.29651 / -0.34248 Ha
* energy above the lowest of the compared OMol25 structures with the same formula, charge and spin: 2.6574 eV
* net charge: 0
* spin multiplicity: 3
* E_LUMO (spin up / spin down): 0.0141 / -0.1105 hartree

Geometry as XYZ:
```
21
Properties=species:S:1:pos:R:3:forces:R:3
C -0.4583 -1.8952 0.5330 0.1 2.5 1.6
C 0.8481 1.7304 1.2851 1.9 -2.5 0.4
C -0.2740 0.6500 1.1405 -1.4 0.5 -1.0
C -1.2140 0.9464 -0.0450 0.8 1.2 2.9
C 1.4310 -0.4416 -0.2684 1.5 -1.0 0.2
C 0.2230 -0.5903 0.5176 1.0 -1.1 0.2
C 1.2178 -0.5696 -1.7855 0.3 -1.8 -0.2
N -2.4476 0.4205 -0.2749 0.7 -0.6 2.4
O 0.0906 -2.9549 0.5246 1.3 -1.8 -0.9
O -2.9740 0.5914 -1.3210 -1.3 0.7 -3.3
O -2.9242 -0.2562 0.6339 -0.6 -0.4 1.0
S 2.1885 1.2033 0.0719 -0.6 -0.5 0.6
H -1.4880 -1.7839 0.7577 -1.5 -0.4 0.1
H 0.6203 2.7171 1.0306 -0.9 1.4 -0.4
H 1.3932 1.7637 2.2725 -1.2 -0.4 -0.8
H -0.7734 0.3995 2.0640 -0.5 0.3 0.3
H -0.7109 1.4669 -0.7682 0.5 1.3 -2.2
H 1.9156 -1.4209 0.1436 0.5 1.8 -1.0
H 2.0034 -1.2164 -2.2453 -0.6 0.7 0.3
H 1.0581 0.3105 -2.3762 0.5 0.9 0.2
H 0.2748 -1.0708 -1.8905 -0.4 -0.8 -0.4
```
Positions in Å, forces in eV/Å.

Entry 5:
The following is a quantum chemistry calculation of a molecular structure, C3H8O2, from the OMol25 dataset.

Values from the calculation:
* HOMO level: -0.35503 Ha
* energy above the lowest of the compared OMol25 structures with the same formula, charge and spin: 4.5614 eV
* net charge: 0
* E_LUMO: 0.0180 hartree

Geometry as XYZ:
```
13
Properties=species:S:1:pos:R:3:forces:R:3
C 0.1809 -1.3813 0.6828 0.0 -0.1 0.0
C 0.5433 -0.0299 0.1114 -0.2 -0.1 0.3
O 1.4052 -0.1996 -0.9882 0.0 0.2 -0.1
C -0.6408 0.7323 -0.4822 -0.2 -0.1 0.2
O -0.3345 1.8885 -1.0652 -0.1 0.1 0.0
H -0.2996 -1.9993 -0.0826 0.1 0.1 0.1
H -0.4979 -1.2778 1.5377 0.1 0.0 -0.1
H 1.0836 -1.8961 1.0200 -0.1 0.1 0.0
H 1.0006 0.6127 0.8817 0.0 -0.1 -0.1
H 1.4410 0.6761 -1.4127 0.1 -0.2 0.0
H -1.4082 0.0915 -0.9548 0.1 0.1 0.1
H -1.3797 1.0257 0.6940 0.1 0.0 -0.2
H -1.1022 1.7789 0.1334 0.1 -0.1 -0.1
```
Positions in Å, forces in eV/Å.

Entry 6:
The following is a quantum chemistry calculation of 2 unconnected molecules or ions with the total composition C5H14N, from the OMol25 dataset.

Values from the calculation:
* HOMO level: -0.55660 Ha
* energy above the lowest of the compared OMol25 structures with the same formula, charge and spin: 6.2528 eV
* net charge: +1
* E_LUMO: -0.3337 hartree

Geometry as XYZ:
```
20
Properties=species:S:1:pos:R:3:forces:R:3
C -0.5335 -0.3484 -2.6440 -1.2 1.2 1.2
C 0.1115 1.5237 0.5722 -0.7 0.8 -1.3
C 0.0204 0.3830 1.5652 -0.9 -0.3 -1.2
C -0.9849 -0.6051 0.9548 -0.2 0.4 2.1
C 1.3643 -0.3276 1.5739 0.3 1.0 0.0
N 0.3267 -0.4588 -1.5108 0.1 -0.8 -1.8
H -0.0100 -0.2518 -3.6411 0.1 -0.9 0.8
H -1.1911 -1.2337 -2.5421 0.1 -0.1 -1.0
H 0.6532 2.4145 0.8834 0.3 -0.3 0.1
H 0.5201 1.0816 -0.3555 0.3 1.1 1.1
H -0.3918 0.7154 2.5401 0.3 -0.3 -0.3
H -2.0134 -0.2149 0.9033 0.2 -0.2 -0.1
H -0.9028 -1.5771 1.4646 -0.3 0.0 -0.6
H -0.7606 -0.8029 -0.1488 0.8 -0.1 -1.3
H 2.1825 0.4313 1.5427 -0.4 -0.8 0.9
H 1.4104 -1.1159 2.3383 0.5 0.3 -0.4
H 1.4213 -0.6975 0.5546 0.3 -0.8 0.1
H -0.8632 1.8959 0.2021 0.0 -0.1 0.7
H 0.7753 -1.3821 -1.6799 -0.1 -0.1 0.8
H -1.1345 0.5703 -2.5731 0.2 -0.3 0.1
```
Positions in Å, forces in eV/Å.

The records above give, respectively, calculated total energy values of -384.97324 -1088.97350 -2778.24761 -950.52095 -269.42726 -253.18847 Eh.